# 1
A cluster of 4 separate species, C31H62BINO3 in total, computed with ωB97M-V with the def2-TZVPD basis set.

Each line ends with the Löwdin charge.
Atoms and positions in Å:
C  -2.3325  -1.5683  3.6465  -0.2193
H  -6.4796  -0.4483  -8.4918  0.0709
C  2.6827  0.9203  -0.6760  -0.1864
C  -1.8048  1.2327  -2.3013  -0.1822
C  2.2893  1.7737  6.5389  -0.2237
H  1.4138  0.5629  -5.1610  0.0754
H  -2.5267  -1.9082  -7.6921  0.1069
C  2.8807  0.1868  8.4823  -0.2733
H  3.4553  -0.7193  8.6939  0.1016
H  -1.5790  -3.2990  2.5817  0.0985
C  0.7763  1.6584  6.7170  -0.2621
C  -3.6922  -0.2014  -8.2577  -0.2344
H  -3.3367  -1.6210  5.5415  0.1084
O  6.6808  1.7129  -2.9488  0.0390
H  -1.2385  -1.7624  1.8182  0.0843
H  -1.6566  -2.0919  5.6276  0.0894
H  0.4429  -1.2231  3.5738  0.0126
H  -0.8020  -0.5138  -6.3318  0.0772
H  0.5545  -0.4578  6.2363  0.0672
C  -0.0243  -0.6151  -1.5240  -0.0857
C  0.4943  0.5374  -2.0787  -0.1405
H  -3.2765  -1.5373  3.0950  0.1037
H  0.8327  -2.7272  2.7394  0.0730
H  3.2202  2.5600  1.7870  0.0380
H  3.5182  2.4234  -2.6814  0.0973
C  1.6416  1.6289  -5.2229  -0.1298
C  -1.6407  0.0417  -5.9055  -0.1009
C  -3.3345  -1.3066  -7.2626  -0.2323
C  1.9727  2.0584  0.0969  -0.7498
C  -2.9726  -3.6675  4.9987  -0.2727
H  2.8421  -0.3054  6.3925  0.1018
H  -1.3670  0.3399  -4.8938  0.0510
H  4.1509  0.7574  6.8466  0.1090
H  -4.5647  -4.9734  4.3227  0.0650
H  -4.5039  1.2594  -6.8833  0.0991
H  0.3185  2.5962  6.3919  0.1054
H  3.1736  0.9566  10.4873  0.0651
C  -0.4665  1.4467  -2.4379  -0.0863
C  4.1303  -0.6257  -3.4001  -0.1890
C  -1.3694  -0.7577  -1.3924  -0.1977
H  -4.9340  1.5177  -8.5585  0.1010
C  2.5603  2.0954  -3.0787  -0.1306
C  -6.1400  0.0420  -7.5765  -0.1162
H  5.8580  0.7566  -4.5099  0.1428
C  -4.3008  -3.9146  4.2892  -0.1152
H  -2.7237  -1.6826  -5.2440  0.1068
O  4.9656  0.3149  -2.6895  -0.0165
H  2.5000  -0.0338  -0.1920  0.0643
H  1.8331  -0.0683  8.6645  0.0965
B  2.1193  0.7517  -2.2411  -0.6164
H  3.8637  3.0813  0.1936  0.0698
H  0.3746  0.6309  4.8551  0.0313
H  3.7381  1.1717  -0.6541  0.0800
H  -1.7354  -1.6719  -0.9311  0.0929
H  -0.9189  0.4858  6.0484  0.0700
H  4.5890  -1.6080  -3.2832  0.1141
C  -1.2805  -2.2662  2.7875  -0.2630
C  -4.8025  0.7422  -7.7984  -0.2726
C  0.1650  0.5115  5.9190  -0.1157
C  -2.5619  -2.1960  5.0226  -0.2337
N  -2.2896  0.1137  -1.7732  0.0500
O  2.8034  1.9226  -4.4975  -0.2136
H  2.0266  -0.9786  -3.6832  0.0921
H  -2.5169  1.9768  -2.6276  0.0966
H  2.6342  -1.4133  -2.1216  0.0860
H  0.5240  1.5465  7.7763  0.0962
H  2.5080  1.9367  5.4795  0.1099
H  -4.2578  -3.6224  3.2394  0.0659
H  -2.1900  -4.2705  4.5309  0.0974
H  2.7393  2.1956  9.3154  0.0633
H  2.6401  2.6705  7.0587  0.0993
H  -3.9926  -0.6680  -9.2025  0.1052
H  1.8529  1.8487  -6.2691  0.0815
C  2.9834  2.9756  0.8155  -0.1790
C  3.3158  1.2799  9.4544  -0.1167
H  -2.0351  -0.5244  3.7889  0.0998
H  -0.1615  2.3934  -2.8574  0.0910
H  -5.1071  -3.3532  4.7663  0.0720
H  -4.1854  -1.9852  -7.1483  0.0976
C  2.7016  -0.6494  -2.8965  -0.1001
C  0.1137  -2.2484  3.4057  -0.1174
H  0.1448  -2.7787  4.3610  0.0657
H  -3.7141  -0.2540  -5.4072  0.0995
H  4.3725  1.5207  9.3204  0.0726
H  0.7913  2.2441  -4.9352  0.0785
H  1.8891  2.9570  -2.9547  0.0953
H  -3.0547  -4.0211  6.0308  0.1006
I  0.5981  1.3013  1.5696  0.8701
C  3.0875  0.5591  7.0150  -0.2271
H  -6.0753  -0.7112  -6.7903  0.0648
H  0.6288  -1.3967  -1.1796  0.1036
H  -2.8000  0.3881  -8.4852  0.0992
H  4.1320  -0.4231  -4.4655  0.1046
H  2.5217  3.9511  0.9405  0.0617
H  1.4215  2.6878  -0.5884  0.0577
H  -6.9056  0.7601  -7.2776  0.0660
C  5.8668  0.9459  -3.4293  -0.3610
C  -2.9033  -0.8136  -5.8815  -0.2619
H  -1.7798  0.9526  -6.4923  0.0701

* total charge: -1
* lowest unoccupied orbital energy: 2.5 eV
* Kohn-Sham gap: 7.836 eV

***

# 2
A cluster of 12 separate species, C31H63BBr2Cl22N in total, computed with ωB97M-V with the def2-TZVPD basis set.

Each line ends with the Löwdin charge.
Atoms and positions in Å:
H  11.5401  2.3101  -2.1356  0.0701
H  -5.4214  -3.2652  3.7925  -0.0047
Cl  2.4734  -3.4444  -5.4653  0.5766
C  -2.0055  0.1100  1.2051  -0.6403
Br  1.8409  -0.2023  -2.1696  0.6507
C  -6.9992  -2.0593  4.6335  -0.6521
H  4.3394  3.4012  0.9039  0.1051
C  -7.0399  -3.1878  9.4428  -0.6536
H  12.9842  4.1824  -3.0250  0.0706
Cl  -7.8616  -3.4501  5.3543  0.5176
H  -7.7094  -5.4303  -0.3897  0.0710
H  5.4644  1.8056  2.5179  0.1033
H  3.2073  -2.4943  2.6955  0.0250
C  3.0598  -1.4556  2.9740  -0.1663
H  1.6477  0.0514  2.4184  0.0577
C  -7.0267  -4.8843  0.2589  -0.6560
H  2.9349  -1.1568  -5.6894  0.0529
H  5.3578  5.5047  3.3862  0.0446
H  -7.1189  -1.2140  5.3064  0.0680
H  0.7620  2.7035  -7.0990  0.0119
H  4.2400  -3.5657  -2.4129  0.0414
C  2.2233  -0.7217  1.9043  -0.2245
C  3.0066  -2.0056  -6.3657  -0.7011
C  3.6315  -1.9951  -1.0839  -0.7773
H  4.5162  3.4943  3.7660  0.0950
C  11.1561  3.1138  -2.7581  -0.6488
Cl  -1.4812  2.7732  -3.1731  0.5692
C  12.2317  3.6913  -3.6395  -0.6630
C  -5.5482  -2.3586  4.3755  -0.6706
C  4.4462  1.6239  2.1550  -0.2566
H  -2.8574  3.0118  -0.6084  -0.0059
H  2.5458  -3.1184  -2.5043  0.0488
C  -3.5667  3.1059  -1.4245  -0.6656
H  10.7516  3.8917  -2.1129  0.0750
Cl  -4.2935  1.4997  -1.7017  0.5518
Cl  -6.8578  -0.4961  9.8815  0.5348
Cl  -2.6669  2.6691  1.9098  0.5426
H  -10.8048  -2.8259  10.7446  0.0248
C  -1.9342  4.8672  -7.7154  -0.6446
H  -7.4950  -1.8327  3.6917  0.0542
C  8.5044  -0.1110  -5.9980  -0.6907
C  -3.3338  4.9397  -7.1654  -0.6526
H  -12.0588  -4.8037  10.1370  0.0720
C  -6.1598  -5.8576  1.0140  -0.6544
C  -1.4153  1.4776  1.4138  -0.6216
Cl  7.5446  1.0342  -6.9740  0.5273
Cl  -0.5413  -0.6426  -6.2742  0.5545
H  -1.7129  5.7694  -8.2831  0.0726
Cl  -14.0976  -4.4220  11.2337  0.5244
C  -12.6114  -3.9016  10.3931  -0.6646
Cl  -3.8260  3.4046  -6.4052  0.5674
H  -0.7891  1.5945  -5.6025  0.0104
H  8.2205  0.0430  -4.9582  0.0619
Cl  -8.0413  -3.5284  10.8849  0.5473
C  4.4996  0.6099  0.9959  -0.1925
H  -6.7460  -6.4553  1.7072  0.0686
C  -2.9398  3.6608  -2.6738  -0.6637
C  3.5526  -2.7241  -2.3982  -0.2567
Cl  -4.6248  -2.5512  5.8897  0.5431
B  3.0081  0.0200  0.6495  -0.6924
H  2.3283  1.0137  0.3642  0.0599
H  -3.6388  3.6396  -3.5055  0.0255
H  -5.4533  -2.2567  10.5717  0.0685
Br  4.7855  -2.8526  0.1791  0.7501
Cl  -0.7100  4.7509  -6.4259  0.5906
H  -5.3944  -1.9957  8.8249  0.0429
H  -5.6625  -6.5236  0.3110  0.0728
H  2.3087  -1.8532  -7.1854  0.0281
H  3.0841  4.3569  3.2982  0.0933
H  -2.8358  0.1382  0.5048  0.0324
H  -0.9670  1.8276  0.4847  0.0756
C  0.0443  1.0199  -6.0016  -0.6661
Cl  -4.8824  -5.0357  1.9406  0.5892
H  3.8192  -2.0796  -3.2270  0.0067
H  -4.0347  5.1332  -7.9757  0.0712
N  4.9511  5.1134  2.5440  -0.0252
H  -5.0951  -1.5320  3.8305  0.0345
H  8.2154  -1.1169  -6.2872  0.0306
H  2.5000  -1.4883  3.9157  0.0529
H  4.5089  -3.0641  -7.4978  0.0671
H  -12.9071  -3.4000  9.4757  0.0675
H  -6.4290  -4.2113  -0.3500  0.0697
C  -11.7498  -3.0130  11.2498  -0.6802
Cl  -2.6192  -0.5906  2.7288  0.5539
H  1.4863  -1.4353  1.5276  0.0744
C  4.0479  4.0026  2.9236  -0.2923
Cl  5.6191  -2.2084  -5.6044  0.5839
C  4.4030  -2.1575  -6.9076  -0.6389
H  -1.2369  -0.5586  0.8197  0.0791
C  0.5260  1.6582  -7.2755  -0.6753
C  3.8582  2.9776  1.7827  -0.2143
H  2.7893  2.8882  1.6140  0.0889
H  4.0072  -0.9735  3.1979  0.0496
Cl  9.7997  2.4656  -3.7116  0.6044
Cl  10.5720  -0.3177  -7.7893  0.5208
H  4.3929  5.8680  2.1586  0.0516
H  10.2525  1.1466  -5.9738  -0.0019
H  -4.3705  3.7671  -1.1054  0.0753
Cl  2.0108  0.8832  -7.8899  0.5757
C  -6.0550  -2.0764  9.6848  -0.6625
H  -1.8130  4.0077  -8.3704  0.0661
H  -0.2277  1.5952  -8.0576  0.0639
H  -3.4278  5.7291  -6.4242  0.0685
Cl  -8.0330  -3.8902  1.3472  0.5461
H  3.8665  1.2370  2.9947  0.0966
Cl  13.0668  2.4323  -4.5873  0.5398
H  -6.5054  -4.1048  9.2034  0.0756
Cl  -12.5071  -1.4258  11.5482  0.5328
H  -11.5430  -3.4700  12.2139  0.0684
C  9.9835  0.1148  -6.1564  -0.6983
H  4.8423  1.1777  0.1275  0.0883
H  10.5232  -0.5137  -5.4502  0.0748
C  2.9952  -0.8719  -0.7431  -0.5773
H  -2.6332  4.6918  -2.5018  0.0748
H  11.8223  4.4155  -4.3387  0.0676
H  0.8315  0.9772  -5.2515  0.0586
H  -7.7089  -2.9523  8.6196  0.0508
H  5.2279  -0.1498  1.2764  0.0513
H  4.6462  -1.3008  -7.5355  0.0644
H  -0.6515  1.4735  2.1854  0.0653

* total charge: -1
* energy above the lowest of the compared OMol25 structures with the same formula, charge and spin: 12.69 kJ/mol
* lowest unoccupied orbital energy: 1.6 eV
* Kohn-Sham gap: 6.543 eV